No. 1
Molecular formula: C60H65F15N8O10
Method: DFT, wB97M-V/def2-TZVPD

The geometry in XYZ format:
```
158
Properties=species:S:1:pos:R:3:forces:R:3
H -4.7872 -7.2356 -1.9958 0.4 -0.2 0.0
C -1.7952 5.7052 -2.8433 0.6 -1.7 -2.1
H -2.8781 -3.5044 -1.4722 0.7 0.2 0.5
H 0.2809 6.2637 0.5456 0.5 0.1 -0.4
F -2.3320 3.1122 7.3408 0.3 -0.8 -0.1
H 1.9443 2.2315 0.5088 0.1 0.1 0.4
H 2.2839 2.9772 3.4022 0.0 -1.0 0.1
H -4.1055 0.1672 0.0335 -0.8 -0.1 0.2
C 2.0022 5.0067 0.9348 -0.7 2.7 -4.3
F -1.0634 1.9172 8.5974 0.6 -0.3 -0.3
H -1.1934 -4.1177 -4.1696 -1.0 -0.5 -0.4
C 0.4019 -0.7477 0.6592 -0.5 -0.5 -1.1
H 1.6080 0.7292 4.6528 -0.2 0.2 -0.6
C 0.5184 -4.6299 -1.4333 -0.3 0.4 0.6
C 4.1226 -5.0029 3.4853 0.2 0.1 -2.1
C 3.5058 4.8203 -0.8189 -0.1 0.5 1.1
H -6.9444 -6.1557 -1.2710 0.5 0.0 0.0
H 4.8905 -5.4434 0.1284 -0.5 0.0 0.9
H 4.7711 -6.7470 2.2108 -0.4 0.7 0.6
H 2.0104 -6.4164 3.4516 0.9 -0.8 0.0
H -3.7052 -1.7599 -1.6215 0.0 -0.2 -0.2
O -1.5402 5.1839 -3.9093 0.2 0.5 0.9
H -1.5677 2.5314 3.7146 -0.3 0.0 0.2
H -2.6948 -5.9155 -1.7502 2.0 -0.7 -0.6
H 3.5235 -1.9703 1.8730 0.0 -1.1 0.4
C -5.9098 -4.3738 -0.7315 0.3 1.2 -0.2
F -4.8672 -3.9175 2.3323 -1.3 -0.7 -0.1
H -3.5843 -0.1366 -2.2164 0.2 -0.2 0.3
H -6.8104 -3.9593 -0.3258 -0.3 0.6 0.2
H -1.2676 3.4934 -0.5456 -0.7 0.7 0.6
H 1.3666 1.9513 -1.9306 -0.3 -0.1 0.8
H -3.7551 3.1870 -1.8439 -0.5 0.7 0.5
C 6.5205 2.1816 -0.0383 -1.0 -0.5 -1.2
H -1.4826 0.0935 4.2625 0.1 -0.2 -0.9
H 4.1577 -5.5244 4.4496 -0.1 0.5 -0.4
H -2.8535 2.4993 -3.0932 0.8 0.4 0.0
H 4.6615 3.3631 3.1065 -0.1 -0.1 -0.4
H 2.3208 -3.5911 -0.8195 0.0 -0.2 -0.2
H -7.3659 -1.5153 -3.0548 -0.5 -1.3 -0.2
C 0.1441 -2.9325 5.0095 -2.2 -0.1 -2.0
N 0.1368 -0.9177 -0.6338 0.0 0.2 -0.7
C 2.9691 2.1548 3.6771 -0.3 0.6 0.0
F -2.1410 7.5927 -3.9349 0.3 1.4 -0.9
H -3.2522 -0.0339 4.0581 0.0 0.1 -0.2
H 1.0824 0.4597 2.2324 0.7 0.2 -0.5
C 1.8314 5.5236 -5.8217 1.6 0.7 -0.8
H 3.4264 6.6494 -6.7293 0.4 0.1 -0.1
C 1.7791 6.4012 -1.0646 -2.0 0.3 1.6
N 4.8834 0.4681 4.8429 -1.3 -0.2 -1.0
C 6.6333 2.4899 -2.4073 -0.4 1.9 0.0
C -3.1988 -0.3865 -0.1093 0.2 -0.1 -0.3
F 0.8104 -3.0348 6.1206 0.4 0.2 1.0
F -3.3147 7.3666 -2.1578 1.3 -0.3 -0.1
F -1.1879 7.9193 -1.9935 -0.4 -0.9 -0.5
H -0.0020 -1.5826 1.1985 0.2 -0.1 1.0
C 0.6480 -3.2367 -3.7455 1.2 0.1 -0.8
C -2.4347 1.9083 3.4599 0.7 -0.2 -1.0
C -3.9851 -2.8393 -4.8429 1.4 -0.7 -1.3
H 0.2552 -0.1659 -2.5871 0.1 0.3 1.6
C 0.7748 -5.6801 1.9093 -0.2 0.4 -1.1
H 7.2256 3.8033 1.1190 -0.5 0.3 -0.6
C 1.5834 -3.7535 -1.6041 0.6 -0.2 -0.7
C 1.0634 0.3499 1.1449 -0.7 0.7 0.2
F -3.0064 1.1403 8.0457 0.7 0.6 0.0
C 2.6130 0.9645 4.3171 -1.3 0.6 0.2
C -3.0949 -0.8736 -1.5514 0.9 0.7 -0.8
F -3.8760 -2.2171 -6.0487 -0.1 -0.4 0.5
H 6.2891 1.7572 4.1041 -0.6 0.2 0.1
C 4.4221 -5.6965 2.2822 1.0 -0.4 0.5
O -0.3552 0.8098 5.9955 -0.4 0.6 0.7
N 2.3716 3.6967 -4.3065 1.6 1.0 -0.5
C -1.9161 1.8386 7.5991 -1.7 0.6 1.1
H 3.7258 -3.0203 4.1679 -0.3 0.6 0.9
C 1.0062 -6.1153 3.3167 -0.2 0.0 0.6
C -3.6896 -4.1428 -1.1967 -1.2 0.0 -0.4
C 4.1333 5.0674 -5.2919 0.3 1.7 -2.6
C -4.7460 -6.2280 -1.6178 -2.1 -0.1 0.5
H 0.3758 -5.2115 -0.4926 0.2 0.6 -0.9
H 2.5833 -2.5475 -3.1537 -0.1 -0.1 0.3
C 4.3075 2.4248 3.5065 0.2 0.0 0.8
C 3.8300 -3.6301 3.3141 0.3 -1.0 0.0
H 1.5471 -4.9900 1.5255 -0.3 0.0 0.6
H 1.0334 6.1111 -6.2938 0.3 -0.5 0.2
H 4.4027 3.5870 -3.8806 0.1 -0.4 0.2
H 4.3611 4.2900 -1.2662 -0.4 0.1 0.7
H 0.5082 4.1963 -4.9117 -0.8 -0.4 0.0
H -3.3705 2.4116 3.6555 -0.1 0.4 -0.2
O -2.5455 1.0060 5.6188 -1.7 0.4 0.2
H -2.8304 1.7734 -1.4929 0.5 1.2 -0.4
H 7.4653 5.2955 -0.9521 0.1 1.0 0.2
F -2.9496 -2.4307 -4.1070 -0.4 0.3 0.2
H 1.2420 7.1608 -1.6062 -0.1 0.2 -0.2
N 4.0290 -3.7676 0.9292 0.4 1.2 0.8
H -7.6669 0.8067 -2.5777 0.5 0.3 0.2
H 3.2417 6.1516 -2.5271 0.6 0.0 -0.5
H -2.0475 -1.0253 -1.9981 -1.5 0.0 1.2
H 6.4215 2.1709 -3.4493 0.5 0.1 0.8
F -2.8259 -3.6799 1.7479 0.3 -0.5 0.2
H -6.1810 -0.9409 -1.8815 0.0 0.1 -0.8
F -3.8352 -4.1583 -5.0137 0.0 0.3 -0.3
C 4.4879 -5.0061 1.0717 -0.7 0.2 -0.4
H -7.5777 0.6322 -4.2217 0.1 -0.6 -1.1
H 0.8625 -6.5131 1.1980 -0.3 -0.1 0.4
F -3.5463 -2.8033 3.6321 -0.2 -0.2 -1.2
C -2.4196 0.6409 4.2533 0.5 -0.8 0.1
C -5.3427 -2.5851 -4.2707 -2.6 0.8 1.5
N -0.4560 -4.7513 -2.3323 -0.7 -1.0 0.3
C 1.7198 -3.1453 -2.8659 -0.7 0.2 0.7
C -6.5225 -0.8896 -2.9397 0.6 0.2 -0.4
O -5.1252 -1.0435 1.7884 1.8 -1.8 0.0
C 1.0337 1.2669 -1.1302 0.9 -1.0 0.3
C -0.1867 -4.3785 4.3976 0.9 1.0 1.5
C 5.2009 1.5833 4.1553 1.0 -1.3 0.3
O -1.2919 -4.8269 4.3117 1.0 0.1 -0.5
C 1.2503 5.9375 0.1448 0.3 -0.4 0.9
C 1.5413 4.4199 -5.0280 -1.1 0.4 0.4
C -0.4138 -4.0692 -3.4590 1.2 0.7 0.6
C -4.1459 -1.7689 1.6079 -2.2 2.3 -0.5
H 6.0540 0.6241 -1.5703 -0.1 0.8 0.6
C -1.4693 1.1585 6.3103 1.6 -0.5 -0.1
N 6.9915 3.8116 -2.2750 -0.7 -1.0 0.9
C 3.5533 0.1222 4.8292 2.1 0.5 0.8
C 6.9488 3.4848 0.1035 0.3 0.2 1.1
C 7.1073 4.3026 -1.0061 0.5 -2.3 -1.6
O -6.2368 -3.4024 -4.2724 1.3 1.1 0.0
C 3.7409 -3.0529 2.0544 0.4 -0.6 -1.2
O -5.3911 -1.3191 -3.7917 -0.4 -0.8 0.1
C -3.6019 -5.5010 -1.4967 -1.2 0.8 0.0
F 0.8332 -2.1609 4.1398 0.2 -0.4 0.2
C 3.1849 5.8481 -6.0547 -0.6 -1.5 1.7
C -6.9630 0.4891 -3.3597 0.9 0.9 1.5
C 6.3275 1.6705 -1.3217 0.6 -0.3 -0.9
H 0.7205 -2.7430 -4.7165 -0.2 -0.1 0.2
N 3.1051 4.4974 0.4731 1.9 -0.9 -2.3
H 1.6242 4.6948 1.8214 -0.8 -0.9 2.8
C -3.8726 -3.0966 2.3116 1.3 1.0 1.5
H -0.2214 -5.2122 1.8031 0.4 -0.3 -0.1
C 2.9176 5.8546 -1.5567 0.8 -1.6 0.5
O 1.0231 -4.9322 4.2045 -1.8 -0.7 -0.8
C 1.4053 1.3459 0.2150 -0.1 0.7 0.1
H 0.3223 -6.9317 3.6529 0.3 1.0 0.0
C -1.6109 3.7032 -1.5488 -1.8 -0.8 -1.6
H 3.2150 -0.7651 5.3922 0.5 0.4 -0.3
O -3.1434 -1.5070 0.8062 0.6 0.1 -0.4
H -2.4272 0.2974 0.2030 0.7 0.0 0.0
C 0.4556 0.0531 -1.4789 -0.5 -0.4 -2.1
C 3.6647 4.1075 -4.4683 -0.6 -1.7 1.2
C -2.7882 2.7663 -2.0352 0.5 -1.0 1.0
C -5.9809 -5.6451 -1.2215 1.3 -0.6 -0.2
H -0.7324 3.5083 -2.1151 0.6 0.1 -0.9
O -2.0049 5.1291 -1.7323 0.5 -2.2 3.3
H 6.1355 1.5807 0.7626 0.5 -0.1 0.7
F -1.0340 -2.2804 5.1861 0.7 -0.4 0.5
H -2.3097 1.6952 2.3828 -0.4 0.0 0.4
C -2.0608 7.1622 -2.7064 -1.8 2.0 0.3
H -6.0604 1.1395 -3.3979 -0.9 -0.1 0.0
H 5.2416 5.0832 -5.4781 -1.3 0.5 0.4
N -4.8225 -3.5394 -0.8157 -0.4 -1.6 0.1
```
Positions in Å, forces in eV/Å.

Summary:
E	-5013.685627	Eh


No. 2
Molecular formula: C60H65FeN5O3P2Si
Method: DFT, wB97M-V/def2-TZVPD

The geometry in XYZ format:
```
137
Properties=species:S:1:pos:R:3:forces:R:3
H 4.3821 -1.3993 5.7326 0.0 0.0 0.0
H 0.1026 8.1463 -3.5605 0.0 0.0 0.0
H 3.3273 8.6838 -4.3281 0.0 0.0 0.0
H -0.3870 -4.9941 -0.8490 0.0 0.0 0.0
C 1.1124 -7.2140 1.9209 0.0 0.0 0.0
O 3.0719 1.2238 -2.2456 -0.1 0.1 -0.2
C 2.9969 5.2117 -2.6619 0.2 0.0 0.1
C 2.3075 2.3796 -0.3133 -0.2 0.0 -0.1
C 5.1298 0.3686 2.9463 0.0 0.0 0.0
H 1.6753 2.9833 2.9788 0.0 0.0 0.0
C -6.2685 0.0398 0.3690 0.0 0.0 0.0
C -3.1191 2.3973 3.2521 0.0 0.0 0.0
C -5.0839 0.7571 0.4813 0.0 0.0 0.0
C 4.1205 5.5287 -3.4255 0.1 0.0 -0.1
C -2.7665 4.9887 2.3485 0.0 0.0 0.0
C -2.5377 -0.0636 -3.8131 -0.1 0.0 0.1
H -5.0256 -3.0916 0.6755 0.0 0.0 0.0
N -1.3335 0.8527 -1.8224 0.0 -0.1 0.2
C 4.2254 -5.0330 0.1723 0.0 0.0 0.0
C -0.9869 -0.0281 1.5706 0.1 -0.2 -0.6
N -0.7795 -3.7481 -3.2215 0.0 0.0 -0.1
C -3.1634 4.7657 3.6582 0.0 0.0 0.0
H 3.2237 3.1181 -2.5685 0.1 0.0 0.0
H -2.2082 2.6636 -1.1169 0.0 0.0 0.0
H -2.2179 4.1156 0.4829 0.0 0.0 0.0
H 3.0903 -4.4664 1.9020 0.0 0.0 0.0
H 0.5407 4.7164 -1.7635 -0.1 -0.1 0.0
C 0.3734 -6.9399 -0.3494 0.0 0.0 0.0
H -0.6191 2.2627 -0.4611 0.0 0.1 0.0
C -6.2501 -1.3464 0.4310 0.0 0.0 0.0
H -3.2637 1.3841 3.6160 0.0 0.0 0.0
C 5.2035 -0.0732 4.2608 0.0 0.0 0.0
C -1.3411 -4.7734 -4.0751 0.0 0.0 0.0
H -5.1152 1.8416 0.4475 0.0 0.0 0.0
C -2.6183 0.3448 -2.3479 0.0 0.1 -0.1
C 1.9348 3.1853 1.9477 0.0 0.0 0.1
C 0.0243 -5.6229 -0.0686 0.0 0.1 0.0
C 4.2325 6.7595 -4.0425 0.0 0.0 0.0
Si -2.2528 1.0927 0.8750 0.0 0.1 0.1
H -1.7214 -5.6139 -3.4906 0.0 0.0 0.0
N 2.9817 3.9478 -2.0385 -0.4 0.0 -0.1
H 3.2182 -1.5923 -1.2739 0.0 0.0 0.0
H -3.4866 -0.5243 -4.0972 0.0 -0.1 0.0
C 2.0879 7.3975 -3.1499 0.0 0.0 0.0
H -3.2624 -3.8991 -2.7173 0.0 0.0 0.0
H -0.7661 2.7378 -4.6261 0.0 0.0 0.0
C 3.2301 7.7019 -3.8797 -0.1 0.0 0.0
C -5.0413 -2.0098 0.6012 0.0 0.0 0.0
H 5.3053 -5.3140 -1.6629 0.0 0.0 0.0
C -3.6262 -4.4705 3.5564 0.0 0.0 0.0
C 1.9424 6.1331 -2.5613 0.1 0.0 0.0
C 0.6487 5.7895 -1.8799 0.0 0.0 0.0
H -1.7588 -0.8149 -3.9391 0.1 -0.2 0.0
C -2.7054 2.5951 1.9308 0.1 0.0 0.0
C -0.5349 1.4544 -2.9136 0.0 0.0 0.0
H 4.1190 0.1930 1.0655 0.0 0.0 0.0
H -2.0472 2.8859 -3.4367 0.0 0.0 0.0
H 0.1943 -3.5081 -3.3024 0.0 0.0 0.0
H -2.9174 -1.8085 0.8426 0.0 0.0 0.1
C 2.3378 1.2003 -1.2558 0.2 0.0 0.2
H -3.3973 1.1167 -2.2492 0.0 0.0 0.0
C 2.2586 4.4719 1.5340 0.0 0.0 0.0
C 2.5953 4.7225 0.2176 0.0 0.0 0.0
C 0.9998 8.4307 -3.0048 0.0 -0.1 0.0
C -2.6732 -4.2008 2.5903 0.0 0.0 0.0
C -3.8599 -1.2848 0.7032 0.0 0.0 0.0
H -4.0813 -4.4445 5.6558 0.0 0.0 0.0
H 1.1873 -8.7626 0.4334 0.0 0.0 0.0
H 2.8630 5.7235 -0.0972 0.0 0.0 0.0
H 0.1689 2.1505 -2.4700 0.2 0.0 0.1
H 0.7075 8.5548 -1.9606 0.0 0.0 0.0
C 0.9172 -7.7358 0.6449 0.0 0.0 0.0
C -2.2437 1.1433 -4.7127 0.0 0.0 0.0
C 4.3225 -1.0449 4.7112 0.0 0.0 0.0
C -1.4143 -3.1685 -2.1781 0.2 0.0 0.0
C -1.5861 1.8323 -0.7468 0.0 -0.1 -0.1
H -3.3230 5.6007 4.3291 0.0 0.0 0.0
H -2.9384 -0.4874 -1.7326 -0.1 -0.2 0.1
H -2.6232 6.0011 1.9904 0.0 0.0 0.0
H -0.5592 -5.1429 -4.7324 0.0 0.0 0.0
H -4.5947 -4.8608 3.2701 0.0 0.0 0.0
H -3.1778 1.5990 -5.0480 0.0 0.0 0.0
C -3.3401 -4.2351 4.8956 0.0 0.0 0.0
H 1.3369 9.3940 -3.3851 0.0 0.0 0.0
H -0.1921 6.1581 -2.4681 0.0 0.0 0.0
H -1.8695 -3.5471 6.2954 0.0 0.0 0.0
H -7.2095 0.5624 0.2482 0.0 0.0 0.0
C 3.2855 -1.1338 2.5382 -0.1 0.3 -0.1
H 4.6675 -3.1107 -2.5825 0.0 0.0 0.0
C 3.3633 -1.5728 3.8565 0.0 0.0 0.0
C 4.1765 -0.1578 2.0912 0.0 0.0 -0.1
C -2.5383 3.9128 1.4983 0.0 0.0 0.0
C -1.4175 -3.7026 2.9401 -0.1 0.2 0.0
H 0.2254 -7.3402 -1.3448 0.0 0.0 0.0
Fe 0.0296 -0.8168 -0.1891 0.2 0.9 0.0
H 0.5765 6.2325 -0.8818 0.0 0.0 0.0
C -1.1429 -3.4649 4.2819 0.0 0.0 0.0
C 0.7603 -5.9050 2.1968 0.0 0.0 0.0
O -0.8155 -2.4063 -1.4153 0.1 0.4 -0.1
H 5.1110 6.9944 -4.6299 0.0 0.0 0.0
H -2.8952 -4.3842 1.5429 0.0 0.0 0.0
C 3.5127 -2.5536 -0.8644 -0.1 0.0 0.0
H 2.2544 5.2870 2.2474 0.0 0.0 0.0
C 2.6208 3.6914 -0.7324 0.2 0.0 0.0
H 1.7011 1.1559 1.3158 0.1 0.0 0.0
C 0.2153 -5.0948 1.2013 -0.1 0.0 0.0
P -0.2878 -3.3547 1.5400 0.2 -0.6 0.1
H -1.7080 0.8126 -5.6051 0.0 0.0 0.0
H 0.0560 0.6735 -3.3997 0.0 0.0 0.0
C 4.3211 -3.4104 -1.6015 0.0 0.0 0.0
C 1.9620 2.1628 1.0172 -0.1 0.1 0.0
H 5.8098 1.1307 2.5882 0.0 0.0 0.0
C -3.3467 3.4639 4.1077 0.0 0.0 0.0
H -2.1463 -4.3802 -4.7016 0.0 0.0 0.0
C -2.0999 -3.7322 5.2539 0.0 0.0 0.0
H -0.1794 0.5235 2.0598 -0.1 0.1 0.1
H 1.5387 -7.8360 2.6982 0.0 0.0 0.0
H -3.2003 -2.9976 -1.2616 0.0 0.1 0.0
H -3.6548 3.2833 5.1304 0.0 0.0 0.0
O 1.6346 0.1798 -0.9124 -0.5 -0.2 -0.2
H -7.1744 -1.9067 0.3624 0.0 0.0 0.0
C 4.6758 -4.6486 -1.0854 0.0 0.0 0.0
N 1.1350 -2.8061 2.3863 -0.1 0.3 0.0
H 2.6941 -2.3418 4.2197 0.0 0.0 0.0
C -3.8567 0.1125 0.6435 0.0 0.0 0.1
H 0.9166 -5.4955 3.1886 0.0 0.0 0.0
P 2.0478 -1.7402 1.3356 0.0 -0.8 0.2
H 4.9115 4.7941 -3.5129 0.0 0.0 0.0
N -2.7082 -3.5309 -1.9641 -0.1 0.1 0.1
H 5.9471 0.3383 4.9310 0.0 0.0 0.0
H 4.4960 -6.0011 0.5757 0.0 0.0 0.0
C 3.4335 -4.1750 0.9177 0.0 0.0 0.0
H 0.8127 -2.2062 3.1461 0.1 -0.1 0.1
C -1.4007 2.1668 -3.9469 0.1 0.0 0.0
C 3.0671 -2.9353 0.4001 0.0 0.1 0.0
H -1.4155 -0.7380 2.2840 0.0 0.0 0.0
H -0.1797 -3.0806 4.5949 0.0 0.0 0.0
```
Positions in Å, forces in eV/Å.

Summary:
ΔE to the lowest compared entry with this formula, charge and spin	0.0000	eV
multiplicity	5
<S²>	6.013


Question: Which formula does entry 2 have?
Answer: C60H65FeN5O3P2Si